# 1
Formula: C19H29N3O3
Source: the Open Molecules 2025 dataset
Level of theory: the ωB97M-V functional and the def2-TZVPD basis

- E_LUMO (eV) = 0.63
- HOMO-LUMO gap (eV) = 8.84
- F_max (eV/A) = 0.56

The geometry in XYZ format:
```
54
C19H29N3O3, DFT the ωB97M-V functional and the def2-TZVPD basis
C -1.5357 -4.5811 3.3424
C -2.2756 -4.4638 2.0186
O -2.1256 -3.1571 1.4596
C -2.9493 -2.2054 1.9074
O -3.8515 -2.3936 2.6792
C -2.6176 -0.8526 1.2984
N -1.5878 -0.8920 0.2939
C -0.2984 -0.5834 0.6705
O -0.0600 -0.0241 1.7262
N 0.6816 -0.9186 -0.2182
C 0.3981 -1.4135 -1.5541
C 1.6965 -1.6181 -2.3315
C 2.4659 -0.3034 -2.4934
C 2.2729 0.5825 -1.2511
N 3.3465 1.5492 -1.0982
C 4.5761 0.9969 -0.5646
C 2.9495 2.7419 -0.3635
C 1.9495 3.6190 -1.1351
C 0.5155 3.1728 -1.0320
C -0.1106 3.0778 0.2061
C -1.4167 2.6357 0.3078
C -2.1245 2.2903 -0.8303
C -1.5226 2.4060 -2.0716
C -0.2153 2.8479 -2.1708
C 1.9873 -0.3132 -0.0331
H -1.5983 -5.6023 3.7069
H -1.9832 -3.9155 4.0762
H -0.4907 -4.3097 3.2129
H -3.3421 -4.6687 2.1577
H -1.8588 -5.1418 1.2704
H -2.2491 -0.2067 2.1039
H -3.5371 -0.4165 0.8959
H -1.7199 -1.5779 -0.4306
H -0.2469 -0.7083 -2.0981
H -0.1227 -2.3767 -1.4806
H 2.3072 -2.3508 -1.8023
H 1.4582 -2.0363 -3.3106
H 2.1072 0.2377 -3.3697
H 3.5226 -0.5147 -2.6540
H 1.3636 1.1646 -1.4047
H 5.3846 1.7066 -0.7427
H 4.5254 0.7932 0.5146
H 4.8187 0.0709 -1.0799
H 2.5404 2.4979 0.6297
H 3.8603 3.3271 -0.2114
H 2.2574 3.6471 -2.1815
H 2.0233 4.6326 -0.7316
H 0.4303 3.3437 1.1021
H -1.8794 2.5570 1.2795
H -3.1433 1.9405 -0.7526
H -2.0721 2.1504 -2.9668
H 0.2524 2.9290 -3.1428
H 1.9345 0.2752 0.8844
H 2.7504 -1.0875 0.0892
```

# 2
Formula: C14H19NO2Si
Source: the Open Molecules 2025 dataset
Level of theory: the ωB97M-V functional and the def2-TZVPD basis

- E_LUMO (eV) = 0.75
- HOMO-LUMO gap (eV) = 9.33
- F_max (eV/A) = 2.74

The geometry in XYZ format:
```
37
C14H19NO2Si, DFT the ωB97M-V functional and the def2-TZVPD basis
C 2.3594 -3.3574 0.9281
C 1.3354 -3.5910 0.3126
C 0.0744 -3.5885 -0.3879
C -0.8007 -4.6778 -0.4324
C -2.0229 -4.6043 -1.0750
C -2.3945 -3.4249 -1.6573
C -1.5556 -2.3549 -1.7222
C -0.3229 -2.4279 -1.0710
N 0.4684 -1.2912 -1.1405
C 0.0777 0.0216 -1.4276
O -1.0721 0.4271 -1.5211
O 1.1583 0.8963 -1.4655
C 0.7518 2.2113 -1.6726
C 1.0624 3.0887 -0.4766
Si 0.2357 2.5376 1.1141
C 0.8330 0.8090 1.5449
C 0.9864 3.6861 2.4012
C -1.6167 2.6452 1.1684
H 3.2685 -3.2093 1.4725
H -0.5359 -5.5541 0.1337
H -2.6766 -5.4443 -1.0719
H -3.3398 -3.3861 -2.1376
H -1.8032 -1.4621 -2.2620
H 1.4119 -1.3707 -0.7716
H 1.2534 2.6112 -2.5647
H -0.3339 2.2634 -1.8533
H 2.0986 3.1236 -0.1845
H 0.7719 4.1156 -0.5997
H 1.9158 0.8148 1.3158
H 0.7451 0.6002 2.6089
H 0.3160 0.0813 0.9430
H 0.3123 3.8131 3.2487
H 1.1228 4.6382 1.8975
H 1.9546 3.3826 2.8068
H -1.9169 3.6086 1.6055
H -2.0025 1.8246 1.7720
H -2.1196 2.5444 0.2212
```

What did we get for E_tot? Answer: -30787.487; -28288.496 eV, in the order shown.
What did we get for relative energy (zero: lowest compared OMol25 entry of this formula, charge and spin)? Answer: 201.6; 0.0 kJ/mol, in the order shown.